Here is C4H7BiO3 as an isolated structure in a non-equilibrium geometry from the OMol25 dataset. Energies are from wB97M-V/def2-TZVPD.

Element x y z (Å)
O -0.69624 1.68440 -1.44580
Bi 0.06981 2.06978 0.32599
O 1.89492 1.48693 0.26957
C 2.08842 0.27240 -0.37876
C 0.82298 -0.57355 -0.43912
O -0.05739 -0.09204 0.57775
C -1.13339 -0.85909 0.95828
C -2.36963 -0.36774 0.94805
H 2.89634 -0.34514 0.06010
H 2.38693 0.46049 -1.43562
H 1.00666 -1.63514 -0.24067
H -0.19139 0.29773 -1.67587
H -0.93269 -1.92839 0.85909
H -2.58806 0.54806 0.39252
H -3.19727 -1.01870 1.22448

Summary:
<S²>: 0.77
E_tot: -596.44867 hartree
relative energy (zero: lowest compared OMol25 entry of this formula, charge and spin): 118.8 kcal per mole
charge: +1
E_LUMO (spin up / spin down): -0.1732 / -0.2503 Eh
spin multiplicity: 2
Kohn-Sham gap (spin up / spin down): 9.3 / 7.8 eV

Atomic partial charges in e from the Mulliken method, atoms 1 to 6: number 1, O, carries -0.72; number 2, Bi, carries 1.43; number 3, O, carries -0.60; number 4, C, carries -0.05; number 5, C, carries -0.58; number 6, O, carries -0.29

***

Here is an isolated molecule of C4H7Br in a non-equilibrium geometry from the OMol25 dataset. Energies are from wB97M-V/def2-TZVPD.

Element x y z (Å)
C 0.43529 -1.96451 -0.03184
C 0.53304 -0.45781 0.07612
C -0.41186 0.47212 -0.05750
C -0.26710 1.99299 -0.08208
Br -2.25140 -0.11265 -0.06741
H 1.12744 -2.56109 0.54930
H -0.66804 -2.24820 0.35125
H 0.53920 -2.22678 -1.03007
H 1.44016 0.15079 0.28079
H -0.99453 2.55156 -0.69283
H -0.28041 2.23142 1.11356
H 0.79821 2.17217 -0.40929

Summary:
SMILES: C/C=C(/C)Br
E_tot: -2730.57281 hartree
relative energy (zero: lowest compared OMol25 entry of this formula, charge and spin): 22.2 kcal per mole
E_LUMO: 0.0320 Eh
spin multiplicity: 1
Kohn-Sham gap: 9.9 eV

Atomic partial charges in e from the Mulliken method, atoms 1 to 6: number 1, C, carries -1.03; number 2, C, carries 0.02; number 3, C, carries 0.31; number 4, C, carries -1.04; number 5, Br, carries -0.24; number 6, H, carries 0.31

***

Here is C4H7BrClF as an isolated structure in a non-equilibrium geometry from the OMol25 dataset. Energies are from wB97M-V/def2-TZVPD.

Element x y z (Å)
C -0.64697 -0.24639 1.14148
C -0.35709 -0.28310 -0.43015
C 1.04559 -0.65717 -0.67326
C 2.29003 0.62130 0.20506
F 1.95917 0.62034 1.42569
Cl 1.61194 -2.00471 0.17797
Br 4.16198 0.09191 -0.18243
H -0.29105 0.52936 1.75692
H -0.07094 -1.06082 1.50608
H -1.71334 -0.43090 1.12103
H -0.86475 -1.18705 -0.84992
H -0.49549 0.69338 -0.90530
H 1.48103 -0.67827 -1.69609
H 2.17047 1.58512 -0.33098

Summary:
E_tot: -3290.59371 hartree
relative energy (zero: lowest compared OMol25 entry of this formula, charge and spin): 36.8 kcal per mole
E_LUMO: 0.0296 Eh
spin multiplicity: 1
Kohn-Sham gap: 10.1 eV

Atomic partial charges in e from the Mulliken method, atoms 1 to 6: number 1, C, carries -1.16; number 2, C, carries -0.30; number 3, C, carries -0.50; number 4, C, carries -0.11; number 5, F, carries -0.17; number 6, Cl, carries -0.11

***

Here is C4H7BrClNS as an isolated structure in a non-equilibrium geometry from the OMol25 dataset. Energies are from wB97M-V/def2-TZVPD.

Element x y z (Å)
C 0.74452 -1.31069 1.37729
C -0.17102 -0.81354 0.28263
C 2.80983 0.40830 0.69939
C -0.75713 1.04102 -1.00964
N 0.09063 0.36119 -0.07881
S 2.56527 -1.23737 0.78963
Cl 2.12204 -2.44712 -1.11134
Br 4.34274 0.96289 -0.05434
H 0.81782 -0.53921 2.12946
H 0.58531 -2.33683 1.77795
H -1.01092 -1.31868 -0.17819
H 1.94483 1.18571 0.83563
H -0.90440 1.96040 -0.59758
H -0.18503 1.18180 -1.91984
H -1.67955 0.33632 -1.07444

Summary:
E_tot: -3643.64402 hartree
relative energy (zero: lowest compared OMol25 entry of this formula, charge and spin): 47.7 kcal per mole
E_LUMO: -0.0099 Eh
spin multiplicity: 1
Kohn-Sham gap: 7.8 eV

Atomic partial charges in e from the Mulliken method, atoms 1 to 6: number 1, C, carries -0.71; number 2, C, carries -0.07; number 3, C, carries -0.12; number 4, C, carries -0.80; number 5, N, carries -0.15; number 6, S, carries 0.13

***

Here is an isolated molecule of C4H7BrN2 in a non-equilibrium geometry from the OMol25 dataset. Energies are from wB97M-V/def2-TZVPD.

Element x y z (Å)
H -1.32128 -1.87964 -1.26612
N -0.39543 -1.87241 -0.79255
C -0.08782 -0.97114 0.04295
C 1.25506 -1.14396 0.67090
C -0.70757 0.33200 0.33002
Br -2.73494 0.05043 0.12369
C -0.33444 1.50312 -0.54662
N 0.44711 2.37451 -0.16826
H 0.46944 3.18898 -0.76530
H 1.17388 -1.71834 1.65892
H 1.56487 -0.07647 0.95258
H 2.00577 -1.64093 -0.08860
H -0.51492 0.53910 1.32989
H -0.81974 1.31476 -1.48151

Summary:
SMILES: [H]/N=C(/C)[C@H](Br)/C=N/[H]
E_tot: -2840.08195 hartree
relative energy (zero: lowest compared OMol25 entry of this formula, charge and spin): 8.7 kcal per mole
E_LUMO: 0.0031 Eh
spin multiplicity: 1
Kohn-Sham gap: 10.0 eV

Atomic partial charges in e from the Mulliken method, atoms 1 to 6: number 1, H, carries 0.26; number 2, N, carries -0.67; number 3, C, carries 0.77; number 4, C, carries -0.94; number 5, C, carries -0.74; number 6, Br, carries -0.16

***

Here is an isolated ion of composition C4H7BrN2P and charge +1 in a non-equilibrium geometry from the OMol25 dataset. Energies are from wB97M-V/def2-TZVPD.

Element x y z (Å)
C 2.39120 -0.37420 -1.16997
P 1.65699 -1.24777 0.30918
C -0.18779 -0.26947 0.32315
N -0.73377 0.39404 1.36108
C -2.03319 0.73370 1.07334
Br -3.15378 1.46805 2.31878
C -2.24424 0.30191 -0.24900
N -1.11646 -0.34167 -0.59835
H 1.71610 -0.09359 -1.92684
H 3.18429 -1.01177 -1.69490
H 3.08727 0.47565 -0.79735
H 1.90714 -0.18172 1.31211
H -0.33490 0.63722 2.20193
H -3.08299 0.30770 -0.87800
H -1.05587 -0.79809 -1.58514

Summary:
SMILES: CPc1[nH]c(Br)c[nH+]1
E_tot: -3181.21445 hartree
relative energy (zero: lowest compared OMol25 entry of this formula, charge and spin): 22.4 kcal per mole
charge: +1
E_LUMO: -0.1291 Eh
spin multiplicity: 1
Kohn-Sham gap: 9.7 eV

Atomic partial charges in e from the Mulliken method, atoms 1 to 6: number 1, C, carries -0.88; number 2, P, carries 0.15; number 3, C, carries 0.08; number 4, N, carries -0.01; number 5, C, carries 0.00; number 6, Br, carries -0.04

***

Here is an isolated ion of composition C4H7BrN2P and charge +1 in a non-equilibrium geometry from the OMol25 dataset. Energies are from wB97M-V/def2-TZVPD.

Element x y z (Å)
H -2.09609 1.71263 0.98289
N -1.37745 0.95674 1.10354
C -1.27889 0.30663 2.21263
C -0.18753 -0.71513 2.22052
Br 0.13053 -1.72724 3.73568
N 0.42214 -1.05454 1.06106
C 0.27760 -0.58450 -0.12650
P 1.09214 0.27168 -1.23284
C 0.40156 0.35105 -2.94800
H -1.84381 0.51129 3.11619
H 0.96571 -1.96483 1.10197
H 2.45313 0.67749 -1.32864
H -0.38523 -0.24083 -3.30786
H 1.26672 0.11254 -3.52088
H 0.15945 1.38702 -3.06975

Summary:
SMILES: [H]/N=C/C(Br)=[NH+]\C#[PH]C
E_tot: -3181.07727 hartree
relative energy (zero: lowest compared OMol25 entry of this formula, charge and spin): 108.5 kcal per mole
charge: +1
E_LUMO (spin up / spin down): -0.1839 / -0.1840 Eh
spin multiplicity: 1
Kohn-Sham gap (spin up / spin down): 7.3 / 7.3 eV

Atomic partial charges in e from the Mulliken method, atoms 1 to 6: number 1, H, carries 0.26; number 2, N, carries -0.50; number 3, C, carries 0.04; number 4, C, carries 0.16; number 5, Br, carries -0.06; number 6, N, carries -0.04

***

Here is an isolated ion of composition C4H7BrNS and charge +1 in a non-equilibrium geometry from the OMol25 dataset. Energies are from wB97M-V/def2-TZVPD.

Element x y z (Å)
C 0.10239 0.91079 -0.32935
C 0.39536 0.04118 -1.35362
C 1.00292 -2.59425 -1.32313
C -0.93948 1.60348 1.82469
N -0.61490 0.56396 0.76504
S -0.32842 -1.59170 -1.22903
Br 0.91054 -4.45197 -1.45064
H 0.47476 1.98148 -0.47930
H 1.04299 0.31936 -2.13690
H 2.05411 -2.15604 -1.24912
H -1.23270 1.13572 2.76174
H -0.03795 2.26352 1.90164
H -1.75019 2.32415 1.52156
H -1.07944 -0.34968 0.77642

Summary:
<S²>: 2.02
E_tot: -3183.18396 hartree
relative energy (zero: lowest compared OMol25 entry of this formula, charge and spin): 0.0 kcal per mole
charge: +1
E_LUMO (spin up / spin down): -0.1380 / -0.2731 Eh
spin multiplicity: 3
Kohn-Sham gap (spin up / spin down): 7.5 / 6.6 eV

Atomic partial charges in e from the Mulliken method, atoms 1 to 6: number 1, C, carries 0.29; number 2, C, carries -0.51; number 3, C, carries -0.31; number 4, C, carries -0.74; number 5, N, carries -0.09; number 6, S, carries -0.05

***

Here is an isolated molecule of C4H7BrO in a non-equilibrium geometry from the OMol25 dataset. Energies are from wB97M-V/def2-TZVPD.

Element x y z (Å)
C -1.21068 -1.09623 0.07411
C -0.68200 0.05281 -0.69072
C 1.04774 0.57836 0.99796
C 0.58715 0.82559 -0.46773
O -0.25987 -1.95342 -0.40622
Br -1.31803 0.04563 -2.41690
H -1.24903 -0.98704 1.10458
H -2.23219 -1.49890 -0.13619
H 1.96669 1.25302 1.04330
H 1.18546 -0.54536 0.92450
H 0.31163 0.97809 1.73880
H 1.40982 0.48054 -1.02333
H 0.44331 1.86691 -0.74214

Summary:
E_tot: -2805.72677 hartree
relative energy (zero: lowest compared OMol25 entry of this formula, charge and spin): 81.0 kcal per mole
E_LUMO (spin up / spin down): -0.0322 / -0.0329 Eh
spin multiplicity: 1
Kohn-Sham gap (spin up / spin down): 8.5 / 8.3 eV

Atomic partial charges in e from the Mulliken method, atoms 1 to 6: number 1, C, carries -0.49; number 2, C, carries 0.30; number 3, C, carries -1.09; number 4, C, carries -0.52; number 5, O, carries -0.51; number 6, Br, carries -0.03

***

Q: E_tot of number 4 (C4H7BrClNS)?
A: -3643.64402 hartree

***

Q: Which formula does entry 6 have?
A: C4H7BrN2P